Record 1
# C5H23NO6

A 6-piece molecular cluster, C5H23NO6 overall in a non-equilibrium geometry (ωB97M-V/def2-TZVPD, the OMol25 dataset).

The net charge is 0. For the HOMO energy, the calculation gives -8.856 eV.

Each line ends with the natural charge from an NBO analysis.
Positions of all 35 atoms, in Å:
C  -0.4876  -3.2524  1.0526  -0.649
C  -0.1811  -2.2254  2.1654  -0.218
C  1.0750  -2.5223  3.0043  -0.605
C  0.0295  -0.8579  1.4033  -0.060
N  -1.2781  -0.1550  1.2575  -0.843
C  0.9019  -0.9209  0.1610  -0.125
O  1.9761  0.1249  0.3314  -0.779
H  -0.9207  -2.9441  0.0002  0.220
H  -1.3276  -3.8962  1.3252  0.213
H  0.3503  -3.8754  0.7543  0.212
H  -1.0216  -2.0775  2.9126  0.219
H  0.9805  -2.4634  3.9750  0.207
H  1.9525  -1.9938  2.6792  0.209
H  1.2130  -3.5284  2.9578  0.204
H  0.6112  -0.2522  2.1621  0.199
H  -1.9558  -0.6932  0.8643  0.350
H  -1.2480  0.7196  0.7965  0.359
H  1.5163  -1.7768  -0.0781  0.179
H  0.3693  -0.7575  -0.7681  0.223
H  2.1264  0.5124  -0.5273  0.473
O  1.4425  0.6979  -2.8471  -0.963
H  1.9284  -0.1171  -2.9598  0.464
H  0.5503  0.3200  -2.9186  0.496
O  1.2738  2.8633  0.1078  -0.962
H  1.4683  2.3346  0.8987  0.493
H  2.0130  2.6665  -0.4280  0.469
O  -0.9707  3.7502  -1.1329  -0.964
H  -0.5988  3.9937  -0.2977  0.503
H  -0.2875  3.7992  -1.8062  0.489
O  -1.1921  -0.6641  -2.0890  -1.015
H  -1.5940  0.1650  -1.6771  0.502
H  -1.8821  -0.8560  -2.7730  0.471
O  -2.3154  1.5347  -1.6103  -0.963
H  -3.2436  1.7724  -1.2927  0.490
H  -1.7925  2.2514  -1.4007  0.503

Record 2
# C2H9N2O

A 2-piece molecular cluster, C2H9N2O overall in a non-equilibrium geometry (ωB97M-V/def2-TZVPD, the OMol25 dataset).

Its spin multiplicity is 2. The net charge is -2. For the HOMO energy (spin up / spin down), the calculation gives 4.830 / 0.296 eV.

Each line ends with the natural charge from an NBO analysis.
Positions of all 14 atoms, in Å:
C  1.5032  0.8589  1.7827  -0.199
O  0.2824  0.3312  1.5575  -0.972
H  2.3315  0.4771  1.1228  0.076
H  1.4441  1.9485  1.6264  0.085
H  1.8628  0.6861  2.8775  0.045
N  -1.0196  0.6621  -1.6073  -0.941
C  -1.1879  -0.7408  -1.2125  -0.707
N  -0.0994  -1.3398  -0.4755  -0.961
H  -1.9500  1.0999  -1.5156  0.272
H  -0.5245  1.1541  -0.8549  0.356
H  -2.1209  -0.9430  -0.6652  0.102
H  -1.1611  -1.2948  -2.1568  0.089
H  0.5257  -1.9376  -0.9753  0.323
H  0.1137  -0.9619  0.4964  0.432

Record 3
# C24H24BrN2O6

A 2-piece molecular cluster, C24H24BrN2O6 overall in a non-equilibrium geometry (ωB97M-V/def2-TZVPD, the OMol25 dataset).

The net charge is -1. For the HOMO energy, the calculation gives -2.797 eV.

Each line ends with the natural charge from an NBO analysis.
Positions of all 57 atoms, in Å:
C  3.3167  0.0014  5.7740  -0.627
C  3.4903  -0.7070  4.4432  -0.078
O  2.2058  -1.2325  4.0516  -0.551
C  2.1605  -1.6800  2.7619  0.742
C  0.8287  -2.1283  2.4260  -0.590
C  0.3592  -2.1831  1.1071  0.108
C  1.2664  -2.1831  -0.0064  -0.298
C  0.8547  -2.5711  -1.2748  -0.216
C  -0.4907  -2.9270  -1.4864  -0.196
Br  -1.0068  -3.6791  -3.1405  -0.025
C  -1.4479  -2.7461  -0.4656  -0.232
C  -1.0370  -2.3628  0.8034  -0.308
O  3.1668  -1.6381  2.0484  -0.717
H  4.2734  0.1184  6.3096  0.198
H  2.9338  1.0167  5.5820  0.203
H  2.6019  -0.5245  6.4242  0.207
H  3.8599  -0.0146  3.6760  0.189
H  4.1895  -1.5490  4.5173  0.189
H  0.1426  -2.2593  3.2458  0.182
H  2.3105  -1.9694  0.1943  0.253
H  1.5638  -2.6300  -2.1019  0.205
H  -2.5011  -2.9358  -0.6840  0.203
H  -1.7755  -2.2422  1.6041  0.192
C  -4.2402  -7.5299  1.9291  -0.255
O  -2.9583  -8.0856  2.2987  -0.505
C  -1.9257  -7.2594  2.6151  0.334
C  -0.6831  -7.9057  2.8680  -0.281
C  0.3548  -7.1770  3.3958  -0.173
C  0.1915  -5.8169  3.7494  -0.048
C  1.2434  -5.1393  4.4977  0.044
C  1.1620  -4.5676  5.7376  -0.312
C  2.3719  -3.8940  6.2417  0.683
O  3.3999  -3.7515  5.5709  -0.583
N  2.3327  -3.4459  7.5710  -0.475
C  3.5543  -2.9198  8.1428  -0.417
C  1.1499  -3.2248  8.2818  0.812
O  1.1218  -2.6136  9.3501  -0.629
N  -0.0158  -3.7349  7.7051  -0.472
C  -1.1836  -3.6320  8.5572  -0.411
C  -0.0274  -4.6391  6.6198  0.676
O  -0.9744  -5.4106  6.4698  -0.577
C  -0.9648  -5.1505  3.2884  -0.155
C  -2.0258  -5.8482  2.7303  -0.303
H  -4.7874  -8.3913  1.5329  0.195
H  -4.7478  -7.1277  2.8171  0.181
H  -4.1293  -6.7559  1.1573  0.188
H  -0.6148  -8.9799  2.6907  0.221
H  1.3142  -7.6586  3.6069  0.208
H  2.2509  -5.1840  4.0706  0.244
H  3.3207  -2.5367  9.1340  0.239
H  4.2824  -3.7350  8.2194  0.205
H  3.9451  -2.1128  7.5107  0.223
H  -2.0268  -4.1104  8.0644  0.237
H  -0.9727  -4.1160  9.5181  0.204
H  -1.3812  -2.5724  8.7394  0.215
H  -1.0075  -4.0709  3.4014  0.234
H  -2.9446  -5.3285  2.4328  0.222

Record 4
# C38H46BrClN5O11P2STa

C38H46BrClN5O11P2STa as an isolated structure in a non-equilibrium geometry (ωB97M-V/def2-TZVPD, the OMol25 dataset).

The net charge is 0. For the HOMO energy, the calculation gives -7.355 eV.

Each line ends with the Mulliken charge.
Positions of all 106 atoms, in Å:
Ta  -1.0717  0.0192  1.0637  1.039
O  -0.9938  0.6809  5.2424  -0.608
P  -0.7597  -0.2877  4.0219  0.221
O  0.1660  -1.3698  4.3280  -0.433
O  -0.4378  0.5880  2.7830  0.226
O  -2.2487  -0.8287  3.6914  -0.354
P  -2.3219  -2.1360  2.7119  0.410
O  -3.7825  -1.9118  2.1566  -0.373
O  -2.1300  -3.4201  3.3756  -0.764
O  -1.3121  -1.7958  1.5802  -0.054
H  -1.6721  1.3585  5.1031  0.374
H  -4.3592  -2.6546  2.3836  0.329
Br  -2.1345  2.2352  -3.6410  -0.085
C  -3.5541  1.8317  -2.4695  0.032
C  -4.8336  1.7586  -3.0050  -0.629
C  -5.8621  1.4176  -2.1503  -0.669
C  -5.5715  1.1697  -0.8218  -1.247
C  -4.2588  1.2878  -0.3933  1.146
N  -3.2555  1.6228  -1.2019  0.378
C  -3.9935  0.9886  1.0729  -0.185
O  -4.9194  0.9396  1.8297  -0.637
O  -2.7178  0.8133  1.4382  1.043
H  -5.0033  1.9608  -4.0519  0.488
H  -6.8748  1.3416  -2.5228  0.455
H  -6.3245  0.8759  -0.1056  0.545
C  4.9029  1.1843  1.1372  -1.755
C  4.0743  1.6071  -0.0843  2.135
C  4.4167  3.0420  -0.4951  -1.580
C  4.2767  0.6263  -1.2288  0.907
C  5.5850  0.3545  -1.6089  -0.679
C  5.8782  -0.5992  -2.5610  -1.382
C  4.8425  -1.3182  -3.1271  -1.128
C  3.5151  -1.0812  -2.7913  0.510
C  2.4835  -1.9373  -3.4878  0.486
C  1.8247  -2.9135  -2.5076  -1.173
C  1.4483  -1.0941  -4.2284  -1.153
C  3.2090  -0.0728  -1.8521  -0.421
N  1.8990  0.2090  -1.4035  1.206
C  1.4987  1.4054  -1.5044  -1.491
C  0.5305  2.1841  -0.7725  0.904
C  0.5689  3.5267  -1.0838  -1.514
C  -0.2187  4.1984  -0.1690  -1.619
C  -0.7373  3.2764  0.7169  0.041
N  -0.3378  1.9748  0.3511  0.638
C  -1.6197  3.8654  1.8424  2.734
C  -1.7417  3.0818  3.1542  -1.519
C  -1.0087  5.2216  2.2591  -1.947
C  -3.0134  4.1486  1.2545  -1.469
H  4.5292  1.6878  2.0316  0.426
H  5.9570  1.4417  1.0203  0.388
H  4.8182  0.1071  1.2754  0.347
H  3.0315  1.5823  0.2190  -0.800
H  5.4697  3.1275  -0.7698  0.372
H  4.2188  3.7259  0.3326  0.414
H  3.8151  3.3509  -1.3507  0.299
H  6.3959  0.9031  -1.1442  0.326
H  6.9050  -0.7835  -2.8500  0.385
H  5.0688  -2.0831  -3.8609  0.360
H  3.0194  -2.5288  -4.2362  0.606
H  1.3081  -2.3616  -1.7260  -0.105
H  2.5791  -3.5516  -2.0428  0.360
H  1.1052  -3.5481  -3.0316  0.444
H  1.9361  -0.3303  -4.8382  0.368
H  0.7862  -0.6046  -3.5197  -0.130
H  0.8613  -1.7357  -4.8826  0.494
H  2.0289  2.0610  -2.2089  0.069
H  1.1299  3.9622  -1.8956  0.602
H  -0.3752  5.2623  -0.1464  0.392
H  -0.7503  2.8012  3.5032  0.515
H  -2.3572  2.1984  3.0630  -0.061
H  -2.2061  3.7284  3.9014  0.478
H  0.0535  5.1165  2.4808  0.399
H  -1.5113  5.5861  3.1558  0.463
H  -1.1350  5.9835  1.4920  0.398
H  -3.5468  3.2308  1.0353  0.015
H  -2.9190  4.7109  0.3257  0.391
H  -3.6127  4.7336  1.9564  0.490
Cl  -4.0414  -4.5565  -5.7935  -0.220
C  -3.4845  -3.6002  -4.4659  0.394
C  -2.9125  -2.3619  -4.7031  -1.180
C  -2.4732  -1.5920  -3.6372  0.481
C  -2.6106  -2.0541  -2.3371  0.230
C  -3.1926  -3.3013  -2.1144  -0.484
C  -3.6195  -4.0825  -3.1716  -0.825
C  -2.3088  -1.2456  -1.1192  0.332
O  -3.1808  -1.1951  -0.2531  -0.449
O  -1.1975  -0.6016  -0.9498  -0.325
H  -2.8021  -1.9935  -5.7136  0.446
H  -2.0274  -0.6266  -3.8324  0.366
H  -3.3097  -3.6481  -1.0966  0.392
H  -4.0681  -5.0496  -2.9933  0.419
S  1.4194  -0.9396  1.2906  0.012
C  1.6758  -2.1344  2.5127  -0.675
N  1.0823  -3.3216  2.4381  0.359
C  1.3710  -4.4081  3.3644  -0.516
C  2.8339  -4.3255  3.7713  -0.658
C  3.1028  -2.9375  4.3307  -0.586
N  2.7217  -1.9643  3.3203  0.098
H  0.2006  -3.3505  1.9524  0.020
H  1.1695  -5.3486  2.8522  0.434
H  0.7158  -4.3368  4.2371  0.262
H  3.4645  -4.4788  2.8931  0.266
H  3.0712  -5.0924  4.5067  0.380
H  4.1612  -2.8031  4.5528  0.444
H  2.5229  -2.7780  5.2447  0.258
H  3.0636  -1.0214  3.3961  0.240

Record 5
# C20H17CrN7O5

C20H17CrN7O5 as an isolated structure in a non-equilibrium geometry (ωB97M-V/def2-TZVPD, the OMol25 dataset).

Its spin multiplicity is 4. The net charge is +1. For the HOMO energy (spin up / spin down), the calculation gives -11.774 / -11.895 eV.

Each line ends with the natural charge from an NBO analysis.
Positions of all 50 atoms, in Å:
Cr  7.7587  11.4000  10.0253  1.299
O  5.6098  12.6209  13.3443  -0.515
C  6.3177  12.4730  12.3445  0.626
N  6.5033  11.3304  11.6055  -0.683
C  5.8868  10.1273  11.9599  0.644
O  5.0420  9.9353  12.8240  -0.492
C  6.5434  9.0542  11.1384  0.152
C  6.5208  7.7291  11.6354  -0.184
C  6.9096  6.6837  10.8235  -0.138
C  7.4635  6.9772  9.5895  -0.230
C  7.6072  8.3130  9.2535  0.059
N  7.1812  9.3182  10.0062  -0.469
C  7.0614  13.6039  11.7974  0.139
C  6.9258  14.8753  12.3180  -0.188
C  7.6210  15.8724  11.6707  -0.120
C  8.4807  15.6578  10.5829  -0.235
C  8.6729  14.3489  10.1414  0.062
N  7.9377  13.3629  10.7272  -0.466
H  6.1450  7.5211  12.6132  0.255
H  6.7553  5.6274  11.1576  0.245
H  7.8140  6.2271  8.8807  0.242
H  8.2426  8.5060  8.3871  0.210
H  6.3184  15.0683  13.2425  0.277
H  7.5081  16.8532  12.0686  0.231
H  9.1798  16.3994  10.2708  0.236
H  9.4353  13.9497  9.4494  0.260
O  10.7723  12.5051  9.5473  -0.668
C  10.6123  11.5350  10.2926  0.802
O  9.4927  10.9705  10.6068  -0.699
C  11.8738  10.8415  10.8854  -0.169
N  13.0299  11.6781  10.5072  -0.506
C  13.5833  11.1417  9.2568  -0.242
C  13.2095  9.6659  9.1836  -0.437
C  12.0555  9.4255  10.2087  -0.395
H  11.7992  10.6603  11.9594  0.262
H  13.7392  11.6788  11.2659  0.441
H  12.6789  12.6469  10.4038  0.473
H  14.6808  11.2824  9.2395  0.240
H  13.1723  11.7762  8.4779  0.247
H  14.0673  8.9986  9.4886  0.238
H  12.8032  9.3699  8.2309  0.252
H  12.2665  8.5988  10.9075  0.241
H  11.1257  9.1450  9.7127  0.240
O  5.9437  12.0813  9.0199  -0.541
N  5.2422  11.9259  7.9020  0.177
C  6.1531  11.8037  6.9018  -0.202
C  5.7226  11.5264  5.5370  0.230
N  5.2825  11.4150  4.4515  -0.243
C  7.5062  11.5848  7.3030  0.516
N  8.4238  11.5063  8.0822  -0.473

The records above give, respectively, molecular weight values of 193.24 77.11 516.37 1139.13 487.40 u.